DFT (wB97M-V/def2-TZVPD) results for the molecule C26H30N6O3 at a distorted geometry.

Each line ends with the natural charge from an NBO analysis.
CARTESIAN COORDINATES (ANGSTROEM)
C1 -7.82958 -1.54458 0.36998  -0.25
H1 -8.02859 -0.50961 0.66575  0.18
O1 -6.56624 -1.97616 0.81707  -0.48
C2 -5.45951 -1.32922 0.37382  0.31
C3 -5.46197 -0.24879 -0.50283  -0.32
C4 -4.26978 0.34160 -0.88574  -0.14
C5 -3.06310 -0.12928 -0.39008  0.07
C6 -3.05489 -1.22785 0.46828  -0.18
C7 -4.23759 -1.81764 0.84684  -0.24
H2 -4.24874 -2.66445 1.51376  0.23
H3 -2.10922 -1.60652 0.82242  0.24
N1 -1.83330 0.44236 -0.75620  -0.16
C8 -1.50892 1.75230 -0.87145  0.26
C9 -0.15666 1.77804 -1.21301  -0.20
C10 0.84831 2.75484 -1.46461  0.20
N2 2.05749 2.37752 -1.76113  -0.24
N3 2.41549 1.10905 -1.86651  -0.34
C11 1.57640 0.10984 -1.64887  0.35
N4 2.05144 -1.14828 -1.80945  -0.41
C12 3.44765 -1.34115 -2.15226  -0.23
H4 3.55068 -1.38917 -3.24396  0.20
H5 3.99668 -0.46101 -1.80952  0.25
C13 3.99894 -2.62055 -1.52233  -0.40
H6 5.08766 -2.56417 -1.49818  0.24
H7 3.72561 -3.48916 -2.12504  0.20
C14 3.46629 -2.82766 -0.09590  -0.31
C15 4.06930 -1.74496 0.80287  0.69
O2 5.11140 -1.93284 1.39886  -0.64
N5 3.39822 -0.57916 0.84772  -0.64
H8 2.53928 -0.47141 0.33543  0.41
C16 3.86772 0.57685 1.56707  -0.22
H9 3.79056 1.45361 0.91753  0.21
H10 4.91465 0.39659 1.82067  0.24
C17 3.06158 0.80246 2.85848  -0.46
C18 1.61847 1.05065 2.58439  0.29
C19 0.55002 0.20399 2.51356  -0.33
C20 -0.58243 1.01016 2.24051  -0.31
C21 -0.11605 2.28358 2.15575  0.08
O3 1.21104 2.31766 2.35990  -0.40
H11 -0.60862 3.21826 1.97697  0.20
H12 -1.59735 0.68337 2.13720  0.22
H13 0.56392 -0.85749 2.65703  0.23
H14 3.15891 -0.08055 3.49154  0.23
H15 3.47679 1.66480 3.38145  0.23
C22 1.92824 -2.89979 -0.10337  -0.41
H16 1.52286 -2.35476 0.75088  0.21
C23 1.34034 -2.33250 -1.40663  -0.24
H17 1.43027 -3.07396 -2.20756  0.19
H18 0.28571 -2.09090 -1.27525  0.26
H19 1.60687 -3.93782 -0.00565  0.22
H20 3.87837 -3.76882 0.28088  0.24
C24 0.22493 0.40570 -1.28129  0.13
N6 -0.80660 -0.37969 -0.98402  -0.30
C25 0.58874 4.22524 -1.39549  -0.64
H21 0.37483 4.52503 -0.36969  0.21
H22 1.47538 4.75276 -1.73479  0.24
H23 -0.25870 4.49716 -2.02276  0.21
C26 -2.45282 2.86530 -0.60275  -0.67
H24 -2.95973 3.18034 -1.51644  0.23
H25 -1.90704 3.72144 -0.21656  0.24
H26 -3.20405 2.56527 0.12597  0.23
H27 -4.28951 1.15465 -1.59352  0.21
H28 -6.38411 0.13890 -0.90518  0.22
H29 -7.92500 -1.63893 -0.71630  0.18
H30 -8.55173 -2.20106 0.85226  0.21

F_max ... 0.0297 hartree/bohr
Energy relative to the best compared isomer or geometry (same formula, charge and spin) ... 2.518 eV
Kohn-Sham gap ... 0.293 hartree
SMILES ... COc1ccc(-n2nc3c(N4CCC(C(=O)NCCc5ccco5)CC4)nnc(C)c3c2C)cc1
Charge ... 0
HOMO ... -0.27901 Eh